42
Properties=species:S:1:pos:R:3 method="wB97M-V/def2-TZVPD" e_tot_ha=-3392.6562 spin_multiplicity=5 lumo_ev="-5.11 / -8.81" homo_energy_ev="-14.827 / -15.318" total_charge=+2
Rh -0.027 -0.412 0.676
C -3.711 -0.098 -3.270
N -3.374 -0.422 -1.878
C -4.374 -1.211 -1.139
C -2.196 -0.198 -1.350
O -1.895 -0.662 -0.211
C -1.185 0.640 -2.116
O -0.033 0.892 -1.316
C 0.289 2.258 -1.065
C 0.168 2.576 0.420
O -0.011 1.642 1.248
N 0.257 3.826 0.812
C 0.139 4.165 2.238
C 0.621 4.943 -0.067
H -4.758 0.187 -3.316
H -3.117 0.726 -3.653
H -3.559 -0.972 -3.903
H -5.355 -0.787 -1.339
H -4.359 -2.249 -1.470
H -4.169 -1.170 -0.077
H -0.867 0.101 -3.009
H -1.647 1.576 -2.423
H 1.318 2.424 -1.388
H -0.362 2.910 -1.643
H -0.369 3.370 2.769
H 1.128 4.316 2.671
H -0.431 5.087 2.323
H 0.582 4.672 -1.116
H -0.066 5.769 0.104
H 1.631 5.277 0.167
Se 2.047 -1.237 1.460
C 2.763 -2.929 1.667
C 3.278 -3.245 2.937
C 3.824 -4.495 3.130
C 3.881 -5.400 2.069
C 3.401 -5.060 0.801
C 2.835 -3.825 0.588
H 3.238 -2.526 3.744
H 4.217 -4.766 4.100
H 4.310 -6.380 2.228
H 3.479 -5.766 -0.014
H 2.460 -3.547 -0.388

***

40
Properties=species:S:1:pos:R:3 method="wB97M-V/def2-TZVPD" e_tot_ha=-860.8351 smiles="O=C(Cn1cc2c(n1)CCCC2)NC[C@H]1CCCO1" lumo_ev=0.90 homo_energy_ev=-8.681
O -1.879 -3.591 -0.597
C -1.174 -2.899 0.107
C 0.282 -3.289 0.444
N 1.175 -2.178 0.284
C 2.112 -1.988 -0.670
C 2.632 -0.727 -0.478
C 1.925 -0.215 0.624
N 1.054 -1.105 1.073
C 2.133 1.142 1.194
C 2.903 1.993 0.182
C 4.117 1.233 -0.355
C 3.678 0.042 -1.210
N -1.557 -1.770 0.722
C -2.792 -1.099 0.410
C -2.533 0.131 -0.477
C -3.834 0.884 -0.817
C -3.514 2.336 -0.456
C -2.444 2.153 0.619
O -1.676 1.052 0.186
H 0.307 -3.632 1.484
H 0.588 -4.103 -0.214
H 2.339 -2.745 -1.393
H 2.700 1.063 2.126
H 1.167 1.592 1.431
H 2.244 2.246 -0.651
H 3.225 2.923 0.654
H 4.714 0.874 0.487
H 4.743 1.900 -0.950
H 3.267 0.403 -2.159
H 4.532 -0.598 -1.446
H -0.821 -1.204 1.152
H -3.269 -0.783 1.343
H -3.437 -1.807 -0.115
H -2.000 -0.199 -1.377
H -4.110 0.764 -1.862
H -4.650 0.508 -0.199
H -4.380 2.887 -0.097
H -3.089 2.858 -1.314
H -1.772 3.006 0.723
H -2.908 1.942 1.594

***

45
Properties=species:S:1:pos:R:3 method="wB97M-V/def2-TZVPD" e_tot_ha=-1550.9900 lumo_ev=-2.97 homo_energy_ev=-11.331 total_charge=+1
Pd -0.296 -0.133 -0.008
N -0.470 -0.697 1.952
C 0.220 -1.960 2.301
C -0.362 -3.136 1.534
C -0.090 -3.118 0.039
N -0.842 -2.036 -0.656
H -0.050 0.095 2.438
H -1.440 -0.732 2.254
H 0.136 -2.137 3.374
H 1.274 -1.832 2.052
H -1.439 -3.217 1.721
H 0.078 -4.049 1.937
H -0.361 -4.081 -0.397
H 0.968 -2.934 -0.144
H -1.840 -2.178 -0.515
H -0.694 -2.133 -1.656
N 0.066 0.763 -1.837
N 0.718 1.983 -1.530
C 0.628 2.493 -0.218
O 0.970 3.622 0.004
O 0.218 1.621 0.676
H 0.710 0.179 -2.364
H -0.772 0.927 -2.391
H 0.745 2.673 -2.266
S 7.118 -0.320 -0.513
C 5.372 -0.467 -0.397
C 4.544 0.379 0.333
C 3.181 0.140 0.335
N 2.594 -0.868 -0.318
C 3.404 -1.675 -1.012
C 4.772 -1.522 -1.087
C 7.442 1.121 0.478
C 7.767 0.991 1.819
C 8.036 2.145 2.541
N 7.999 3.366 2.016
C 7.694 3.474 0.726
C 7.410 2.386 -0.089
H 4.937 1.217 0.891
H 2.525 0.803 0.889
H 2.933 -2.496 -1.545
H 5.365 -2.212 -1.674
H 7.813 0.018 2.290
H 8.297 2.084 3.592
H 7.673 4.478 0.319
H 7.173 2.523 -1.135

***

47
Properties=species:S:1:pos:R:3 method="wB97M-V/def2-TZVPD" e_tot_ha=-1990.3674 spin_multiplicity=5 lumo_ev="-10.29 / -13.09" homo_energy_ev="-18.352 / -18.350" total_charge=+3
Ru -0.342 0.079 0.122
C 1.146 0.629 5.578
C 1.881 0.527 4.306
N 3.170 0.584 4.137
N 3.388 0.468 2.822
C 2.264 0.326 2.127
S 2.093 0.137 0.447
N 1.283 0.358 3.061
N -0.064 0.293 2.731
H 1.851 0.546 6.403
H 0.390 -0.151 5.667
H 0.649 1.599 5.666
H 4.336 0.533 2.462
H -0.481 -0.558 3.106
H -0.555 1.088 3.132
C -4.083 2.178 0.596
C -2.741 1.689 0.243
N -2.281 0.507 0.540
O -2.976 -0.298 1.399
C -1.765 2.486 -0.511
C -1.983 3.829 -1.096
N -0.628 1.849 -0.599
O 0.425 2.069 -1.232
H -4.540 1.569 1.371
H -4.735 2.146 -0.286
H -4.048 3.223 0.909
H -3.439 -0.984 0.889
H -2.992 3.929 -1.495
H -1.253 4.032 -1.877
H -1.865 4.598 -0.325
C -0.103 -4.657 -0.221
S 0.765 -3.112 -0.489
O -0.229 -2.029 -0.019
C 1.979 -3.130 0.837
C 1.542 -3.202 2.157
C 2.490 -3.224 3.168
C 3.847 -3.151 2.859
C 4.266 -3.066 1.538
C 3.326 -3.050 0.513
H -0.395 -4.777 0.819
H 0.584 -5.451 -0.518
H -0.977 -4.677 -0.871
H 0.486 -3.275 2.391
H 2.168 -3.346 4.195
H 4.583 -3.175 3.653
H 5.321 -3.030 1.302
H 3.656 -3.003 -0.519